The following is a DFT calculation (ωB97M-V/def2-TZVPD) of a structure of composition C31H34N4PRhS.

Results
energy	-61776.5231	eV
energy above the lowest of the compared OMol25 structures with the same formula, charge and spin	0.502	eV
HOMO-LUMO gap (spin up / spin down)	7.460 / 6.781	eV

```
! RIJCOSX wB97M-V def2-TZVPD def2/J DEFGRID3
* xyz 2 5
Rh -0.1119 0.6171 0.0169
N -1.2961 1.3902 1.8673
C -1.7939 0.4107 2.8308
C -2.0403 0.7815 4.1406
C -2.6032 -0.1392 5.0142
C -2.9399 -1.4115 4.5697
C -2.6782 -1.7782 3.2589
C -2.0747 -0.8754 2.3872
P -1.5340 -1.3340 0.7317
C 0.0850 -2.1133 1.0144
C 0.6910 -2.1429 2.2738
C 1.9112 -2.7798 2.4447
C 2.5253 -3.4019 1.3661
C 1.9222 -3.3915 0.1114
C 0.7111 -2.7484 -0.0674
C -2.6233 -2.6174 0.1017
C -3.7796 -2.2099 -0.5635
C -4.7024 -3.1517 -0.9897
C -4.4683 -4.4996 -0.7552
C -3.3127 -4.9081 -0.0985
C -2.3842 -3.9720 0.3313
H -2.1088 1.8070 1.4166
H -0.8142 2.1437 2.3503
H -1.8153 1.7868 4.4772
H -2.7993 0.1477 6.0384
H -3.3996 -2.1193 5.2455
H -2.9240 -2.7762 2.9162
H 0.2077 -1.6751 3.1221
H 2.3738 -2.8055 3.4222
H 3.4712 -3.9090 1.5047
H 2.3964 -3.8934 -0.7216
H 0.2391 -2.7498 -1.0437
H -3.9601 -1.1573 -0.7523
H -5.5983 -2.8340 -1.5056
H -5.1878 -5.2360 -1.0877
H -3.1339 -5.9598 0.0798
H -1.4864 -4.3017 0.8399
C 0.3957 -0.6761 -5.0253
N 0.7392 0.6081 -4.4078
C 1.5213 1.5866 -4.9926
C 1.5946 2.6049 -4.1316
N 0.8470 2.2522 -2.9943
C 0.3222 1.0040 -3.1986
S -0.6785 -0.0069 -2.2466
C 0.6096 3.1699 -1.9197
C 1.2462 4.4073 -1.9438
C 0.8823 5.3612 -1.0172
C -0.1166 5.0667 -0.1007
C -0.6251 3.7912 -0.1065
N -0.2498 2.8254 -0.9675
H 0.7911 -0.6759 -6.0362
H -0.6841 -0.7940 -5.0543
H 0.8378 -1.4887 -4.4535
H 1.9483 1.4692 -5.9727
H 2.0818 3.5506 -4.2483
H 2.0048 4.6372 -2.6718
H 1.3621 6.3308 -1.0256
H -0.4769 5.7972 0.6087
H -1.3936 3.5192 0.6013
C 2.7429 2.7441 0.9054
C 2.9932 1.5642 -0.0260
C 4.4610 1.1142 0.0494
C 2.1307 0.3811 0.3238
H 3.3672 3.5995 0.6451
H 2.9827 2.4665 1.9353
H 1.7003 3.0708 0.8820
H 2.8022 1.8682 -1.0618
H 4.6996 0.7454 1.0489
H 5.1224 1.9558 -0.1643
H 4.6750 0.3209 -0.6669
H 2.0865 0.1628 1.3940
H 2.3131 -0.5260 -0.2487
*
```